No. 1
{
  "formula": "C6H10",
  "method": "ωB97M-V with the def2-TZVPD basis set",
  "homo_ev": -8.399,
  "smiles": "C=C(C)C(=C)C",
  "symbols": ["C", "C", "C", "C", "C", "C", "H", "H", "H", "H", "H", "H", "H", "H", "H", "H"],
  "xyz": [[0.066, 1.382, 1.234], [0.109, -1.217, -1.303], [0.294, 0.149, 0.780], [-1.588, 0.529, -1.015], [1.568, -0.704, 0.959], [-0.469, -0.294, -0.476], [1.981, -0.396, 1.926], [-0.553, -1.568, -2.077], [2.339, -0.255, 0.304], [-0.782, 1.865, 0.775], [-1.545, 1.582, -1.339], [-2.320, 0.655, -0.209], [-1.866, 0.086, -1.978], [0.750, 2.046, 1.783], [1.250, -1.723, 0.825], [1.168, -1.224, -1.540]],
  "forces_ev_per_angstrom": [[0.2, 0.2, -0.4], [-1.0, 1.5, -0.2], [1.0, -0.1, -2.5], [-1.6, -0.3, 0.4], [-0.7, 2.9, 1.1], [2.4, 0.7, 0.3], [-0.2, -0.9, 0.3], [0.1, 0.1, -0.7], [-0.5, -1.0, -0.4], [-0.1, 0.4, 0.3], [1.6, -0.1, 0.4], [-0.9, -0.6, -0.6], [-0.9, -0.4, 0.6], [-0.4, -0.8, 0.3], [0.8, -0.5, 0.1], [0.0, -1.1, 1.0]],
  "mulliken_charge": [-0.85, -0.97, 0.74, -1.62, -1.55, 0.93, 0.43, 0.33, 0.31, 0.25, 0.35, 0.38, 0.30, 0.28, 0.47, 0.23]
}

=====

No. 2
{
  "formula": "C20H45N2OP3RhS",
  "method": "ωB97M-V with the def2-TZVPD basis set",
  "homo_ev": [-14.556, -17.083],
  "charge": 3,
  "multiplicity": 5,
  "symbols": ["Rh", "S", "P", "P", "P", "O", "N", "N", "C", "C", "C", "C", "C", "C", "C", "C", "C", "C", "C", "C", "C", "C", "C", "C", "C", "C", "C", "C", "H", "H", "H", "H", "H", "H", "H", "H", "H", "H", "H", "H", "H", "H", "H", "H", "H", "H", "H", "H", "H", "H", "H", "H", "H", "H", "H", "H", "H", "H", "H", "H", "H", "H", "H", "H", "H", "H", "H", "H", "H", "H", "H", "H", "H"],
  "xyz": [[0.136, 0.000, -0.416], [-1.369, -0.908, 1.158], [1.825, 0.149, 1.213], [-1.362, -0.311, -2.088], [-0.106, 2.223, -0.487], [1.086, -4.581, -1.061], [-2.216, -0.201, 3.547], [-2.744, 1.378, 1.903], [-0.927, 0.612, -3.615], [3.184, 1.239, 0.635], [2.042, -4.009, -3.797], [0.104, 3.160, 1.082], [1.160, 2.966, -1.588], [1.289, -4.917, -3.160], [3.473, -1.864, -1.691], [-3.014, 2.500, 2.802], [4.584, -2.639, -1.367], [4.498, -3.804, -0.615], [1.331, 0.717, 2.909], [3.257, -4.275, -0.157], [-1.304, -2.085, -2.487], [2.149, -3.680, -0.783], [-3.297, 0.138, 4.491], [-1.623, 3.032, -1.167], [-3.119, 0.041, -1.782], [-2.152, 0.231, 2.262], [2.588, -1.451, 1.612], [2.197, -2.408, -1.368], [-3.431, 0.960, -2.288], [-1.701, 4.035, -0.719], [2.174, 2.683, -1.283], [-1.485, 0.168, -4.454], [-1.761, -1.108, 3.691], [5.613, -2.257, -1.608], [2.985, -1.487, 2.639], [1.904, 0.135, 3.647], [3.121, -4.085, -3.665], [1.773, -5.784, -2.696], [1.805, -2.195, 1.500], [-4.076, 2.512, 3.089], [0.256, 0.546, 3.081], [1.564, 1.783, 3.040], [1.278, -1.965, -1.773], [1.076, 4.057, -1.542], [1.109, -5.288, -0.398], [2.992, 2.279, 0.920], [3.534, -0.913, -2.234], [-0.268, 2.586, 1.936], [-0.961, -2.646, -1.609], [3.348, -1.717, 0.877], [-2.861, 0.715, 5.322], [5.396, -4.362, -0.376], [0.977, 2.662, -2.628], [-2.546, 2.477, -0.946], [-1.538, 3.175, -2.254], [-3.695, -0.795, -2.195], [4.131, 0.920, 1.087], [-1.204, 1.672, -3.523], [-2.789, 3.432, 2.272], [-0.619, -2.282, -3.321], [-0.463, 4.105, 1.039], [0.212, -5.021, -3.288], [-4.129, 0.695, 4.031], [1.170, 3.402, 1.234], [0.155, 0.542, -3.804], [-2.377, 2.456, 3.700], [3.073, -5.118, 0.537], [-2.324, -2.411, -2.734], [1.690, -3.377, -4.612], [-3.356, 0.107, -0.710], [-3.726, -0.797, 4.871], [3.270, 1.165, -0.454], [-2.708, 1.603, 0.904]],
  "forces_ev_per_angstrom": [[-1.1, -0.8, 2.2], [0.1, 0.7, -0.3], [1.3, 0.0, 0.5], [0.3, -0.2, -1.8], [-0.2, 2.5, 0.1], [-0.4, 2.0, 1.0], [-0.2, 0.0, -1.7], [1.1, -0.8, -0.7], [-0.4, -0.4, -0.3], [0.3, -0.2, 0.5], [2.4, 1.7, -1.3], [0.0, 0.3, 0.0], [0.0, 0.0, 0.0], [-2.1, -3.2, 1.4], [-0.6, -0.8, 0.5], [-0.4, 0.5, 0.3], [1.5, 1.5, -0.4], [-0.6, -0.4, 1.1], [0.1, 0.1, -0.2], [-0.1, 0.4, -0.9], [-0.5, -0.3, -0.2], [0.5, -0.7, 0.0], [-0.1, 0.1, 0.7], [-0.1, 0.2, 0.1], [-0.3, 0.0, 0.1], [-0.8, -0.3, 1.5], [0.1, -0.2, 0.2], [-0.1, -1.0, -1.4], [0.1, -0.2, 0.1], [0.0, -0.3, -0.2], [-0.4, 0.1, -0.2], [0.2, 0.3, 0.1], [-0.3, 0.6, 0.0], [-1.2, -0.5, 0.0], [0.0, 0.1, -0.5], [-0.2, 0.3, -0.3], [-0.2, 0.4, 0.0], [-0.1, 0.2, -0.7], [-0.1, -0.2, 0.3], [0.5, 0.2, 0.0], [0.5, 0.1, 0.0], [-0.1, -0.4, 0.0], [0.4, -0.2, 0.2], [0.0, -0.1, 0.0], [-0.1, -0.2, -0.2], [0.1, -0.2, -0.1], [0.1, -0.4, 0.3], [0.1, 0.1, -0.2], [-0.2, 0.1, -0.2], [0.1, 0.2, 0.2], [-0.4, -0.2, -0.2], [0.0, 0.2, 0.2], [0.1, 0.0, 0.3], [0.3, 0.2, -0.2], [-0.1, -0.1, 0.4], [0.0, 0.2, 0.0], [-0.2, 0.2, -0.1], [0.1, -0.5, -0.1], [-0.1, -0.3, 0.1], [-0.2, 0.1, 0.1], [0.4, -0.3, 0.0], [0.2, 0.2, 0.1], [0.6, -0.3, 0.1], [-0.5, -0.1, 0.0], [-0.4, -0.1, 0.0], [-0.3, -0.1, -0.4], [0.6, 0.3, -0.8], [0.4, -0.2, -0.2], [-0.2, 0.0, 0.4], [0.1, 0.0, -0.4], [0.3, 0.2, 0.0], [0.1, 0.0, 0.3], [0.0, -0.3, 0.7]],
  "mulliken_charge": [0.03, -0.33, 0.96, 1.07, 1.04, -0.45, -0.07, -0.06, -1.32, -1.42, -0.30, -1.04, -1.29, -0.15, -0.64, -1.20, -0.76, -0.53, -0.99, -1.04, -1.24, 1.00, -1.02, -1.40, -1.23, 0.48, -1.16, 0.57, 0.43, 0.50, 0.34, 0.47, 0.34, 0.41, 0.58, 0.49, 0.30, 0.28, 0.29, 0.37, 0.05, 0.40, -0.26, 0.44, 0.38, 0.38, 0.49, 0.04, 0.31, 0.19, 0.36, 0.52, 0.34, 0.33, 0.38, 0.45, 0.51, 0.28, 0.32, 0.21, 0.54, 0.31, 0.34, 0.32, 0.32, 0.45, 0.48, 0.62, 0.34, 0.27, 0.35, 0.26, 0.00]
}

=====

No. 3
{
  "formula": "C20H25N5O",
  "method": "ωB97M-V with the def2-TZVPD basis set",
  "homo_ev": -7.696,
  "symbols": ["O", "N", "N", "N", "N", "N", "C", "C", "C", "C", "C", "C", "C", "C", "C", "C", "C", "C", "C", "C", "C", "C", "C", "C", "C", "C", "H", "H", "H", "H", "H", "H", "H", "H", "H", "H", "H", "H", "H", "H", "H", "H", "H", "H", "H", "H", "H", "H", "H", "H", "H"],
  "xyz": [[0.343, 0.363, 0.027], [-0.026, 2.133, -2.645], [0.354, -0.580, 2.261], [-0.338, -0.076, -3.574], [-1.697, 4.289, -2.548], [-0.226, -2.232, -2.449], [0.146, -1.395, -1.313], [0.868, -5.216, 1.409], [-2.319, 5.420, -2.759], [-0.188, 2.633, -4.020], [0.525, -1.722, 2.853], [0.315, -1.864, 0.020], [2.210, -1.241, 4.527], [0.063, 0.079, -1.132], [0.190, 0.664, -2.631], [0.928, -1.479, 4.328], [0.653, -4.478, 2.634], [-0.170, -0.503, 4.812], [0.457, -0.651, 0.766], [-0.500, 4.310, -1.691], [-0.253, -1.380, -3.612], [0.055, 3.081, -1.282], [0.294, -2.957, 0.715], [0.470, -3.139, 1.979], [0.125, -4.426, 0.297], [-1.377, 3.668, -3.798], [0.925, 3.376, -4.073], [-2.638, 5.824, -1.709], [0.129, -0.374, 5.886], [-0.959, -4.733, 0.017], [-0.476, 1.921, -4.592], [0.797, -4.564, -0.857], [-1.308, 4.232, -4.655], [0.150, 0.474, 4.174], [-0.329, -1.639, -4.546], [0.184, 4.723, -2.248], [0.550, -2.600, 4.631], [2.977, -2.190, 3.975], [-0.799, 4.996, -0.842], [-3.163, 5.297, -3.177], [0.137, -6.250, 1.594], [1.750, -5.288, 1.369], [-2.281, 3.017, -4.149], [1.101, 2.898, -1.165], [-1.789, 6.347, -3.086], [2.396, -1.119, 5.590], [-0.454, -4.634, 3.071], [2.529, -0.574, 4.075], [-1.159, -0.623, 4.590], [-0.612, 2.509, -0.532], [1.442, -4.326, 3.484]],
  "forces_ev_per_angstrom": [[1.2, 6.8, 4.6], [0.8, -4.4, -0.2], [1.4, 0.2, -5.4], [2.6, 2.1, -0.4], [4.1, -6.3, 0.5], [2.0, 4.7, -1.9], [-2.6, -0.3, -1.4], [-15.5, -3.5, 0.4], [2.2, 7.5, 6.1], [3.7, 9.7, 8.7], [1.1, -1.4, -2.4], [0.3, 7.4, -1.7], [4.5, -11.9, 6.9], [0.6, -5.5, -12.2], [-4.2, 4.2, 6.5], [-12.4, -7.0, -2.7], [-3.2, 3.7, 3.2], [6.0, 3.4, 0.6], [-1.2, -5.7, 5.7], [-4.5, 2.7, 2.2], [-0.5, -1.4, 8.8], [-1.7, -7.1, -1.5], [-0.8, -8.4, 0.0], [1.5, 6.5, 7.9], [2.0, -0.6, -5.5], [-1.8, -4.8, -2.2], [-3.1, -2.4, -1.3], [0.2, -0.5, -1.3], [-1.1, 0.4, -0.7], [1.9, 0.5, 0.8], [-1.0, -4.4, -4.4], [-2.2, 0.2, 3.4], [0.2, 2.8, -1.6], [-0.9, -1.8, 2.0], [-0.8, -3.2, -4.8], [4.1, 3.3, -2.7], [1.2, 2.3, 0.7], [-2.2, 2.4, 2.1], [0.8, -0.8, -0.6], [-6.1, -0.7, -3.8], [3.0, 2.1, -1.0], [12.4, -2.0, -2.0], [1.0, 0.8, 1.0], [0.6, 1.1, 1.1], [0.3, -0.6, -0.8], [0.7, -0.2, 0.1], [2.6, -0.2, -0.2], [5.3, 11.9, -7.4], [-2.4, -1.1, -0.3], [1.3, 0.9, -1.1], [-1.4, -1.1, -1.6]],
  "mulliken_charge": [-0.38, 0.25, -0.50, -0.51, 0.17, -0.57, -0.18, -1.11, -1.26, -0.97, -0.35, 0.37, -1.59, 0.62, 0.17, 0.80, -0.31, -1.40, -1.10, -1.24, -0.38, -0.40, 0.96, 0.64, -0.56, -0.86, 0.20, 0.36, 0.39, 0.32, 0.60, 0.20, 0.47, 0.25, 0.66, 0.56, 0.25, 0.21, 0.51, 0.52, 0.20, 0.67, 0.31, 0.46, 0.40, 0.34, 0.22, 0.71, 0.37, 0.21, 0.30]
}

=====

Calculated energy (eV), listed in the same order as above: -6381.22059, -68178.67779, -30625.72307